C28H34Cl6N2O2 | wB97M-V/def2-TZVPD

Output
Total energy, Ha: -4108.47698
LUMO energy, eV: -0.63
Structure (SMILES): O=C1c2ccccc2C(=O)c2ccccc21.CCCC#N.CCCC#N.ClCCCl.ClCCCl.ClCCCl
HOMO energy, eV: -9.45

```
! wB97M-V def2-TZVPD RIJCOSX def2/J DEFGRID3
* xyz 0 1
O -18.10529 -29.61202 2.14693
C -17.70578 -30.67696 1.72049
C -17.86935 -31.91096 2.53401
C -18.04869 -31.81173 3.89745
C -18.01624 -32.93175 4.71879
C -17.78837 -34.17989 4.14818
C -17.53634 -34.27784 2.78825
C -17.52831 -33.15590 1.97104
C -17.04788 -33.27059 0.55610
O -16.84036 -34.34912 0.05082
C -16.67745 -32.00498 -0.14698
C -16.18079 -32.05595 -1.44425
C -15.86578 -30.89113 -2.12117
C -16.22026 -29.65120 -1.57253
C -16.83574 -29.61453 -0.33137
C -16.98474 -30.77142 0.42338
H -18.27771 -30.83833 4.31315
H -18.22056 -32.85277 5.77771
H -17.82357 -35.05881 4.77739
H -17.32565 -35.26778 2.40255
H -15.95010 -32.93921 -2.02686
H -15.37340 -30.90791 -3.08460
H -16.05478 -28.75692 -2.15939
H -17.14497 -28.63660 0.01634
C -13.97297 -25.31136 -4.86791
C -12.81481 -25.88211 -5.66386
C -11.46498 -25.49097 -5.03637
C -11.37217 -26.07150 -3.67671
N -11.28758 -26.49220 -2.61174
H -13.98038 -24.22265 -4.96528
H -13.95036 -25.59922 -3.81840
H -14.93255 -25.65706 -5.25458
H -12.82207 -25.49048 -6.68289
H -12.84516 -26.97022 -5.73151
H -11.41870 -24.41782 -4.83870
H -10.62984 -25.81854 -5.65011
C -17.55290 -24.41875 -4.21165
C -17.96639 -24.49384 -2.75234
C -16.79377 -24.69841 -1.79170
C -16.11960 -25.99449 -2.02918
N -15.60588 -27.01085 -2.19963
H -18.35297 -24.10015 -4.87735
H -17.28174 -25.41104 -4.58673
H -16.65795 -23.81031 -4.34507
H -18.69148 -25.29396 -2.59242
H -18.48715 -23.58150 -2.45303
H -17.08800 -24.66515 -0.74572
H -15.98632 -23.98113 -1.96857
Cl -10.81126 -33.93059 2.27382
C -10.96816 -32.18492 1.90250
C -11.07060 -31.92676 0.42633
Cl -12.55423 -32.66319 -0.25340
H -10.08226 -31.74228 2.35931
H -11.80092 -31.80492 2.49358
H -10.20586 -32.35999 -0.06964
H -11.09968 -30.85457 0.23821
Cl -11.27267 -29.39407 6.27738
C -12.24974 -29.52410 4.77187
C -13.70186 -29.62970 5.12300
Cl -14.62691 -30.03990 3.71754
H -11.84184 -30.34239 4.18721
H -12.06886 -28.60914 4.20808
H -14.08340 -28.70041 5.54565
H -13.87165 -30.37925 5.89834
Cl -10.46660 -29.14395 -1.05115
C -12.25413 -29.42764 -1.04879
C -12.97160 -28.26166 -0.43935
Cl -12.81950 -28.08243 1.30659
H -12.44554 -30.37673 -0.55400
H -12.52404 -29.53984 -2.09667
H -14.04298 -28.33243 -0.64127
H -12.76103 -27.30546 -0.91403
*
```